The following is a DFT calculation (ωB97M-V/def2-TZVPD) of C46H112Hg2N10O14 as an isolated structure in a non-equilibrium geometry.

Summary:
Energy above the lowest of the compared OMol25 structures with the same formula, charge and spin, eV: 2.4507
Gap between HOMO and LUMO, eV: 3.91
E_LUMO, Eh: -0.2912

The geometry in ORCA input format:
```
! wB97M-V def2-TZVPD RIJCOSX def2/J DEFGRID3
* xyz 2 1
Hg 7.41 10.85 15.45
Hg 11.21 17.85 18.67
C 10.18 14.17 16.56
C 9.36 13.03 16.48
C 8.65 12.51 17.77
O 7.89 11.50 17.64
C 8.96 13.12 18.98
C 9.83 14.21 19.07
C 10.44 14.73 17.79
O 11.21 15.74 17.89
O 10.20 14.77 20.09
O 9.32 12.28 15.49
H 10.58 14.54 15.63
H 8.42 12.68 19.81
C 10.66 6.86 18.78
C 10.24 8.24 19.37
C 11.30 9.28 19.11
O 11.24 9.81 17.78
C 12.02 10.98 17.67
N 8.95 8.63 18.74
H 9.71 6.34 18.62
H 11.21 6.28 19.51
H 11.16 7.05 17.83
H 10.09 8.15 20.45
H 12.32 8.90 19.26
H 11.20 10.08 19.86
H 11.63 11.76 18.35
H 11.89 11.39 16.67
H 13.07 10.84 17.93
H 8.99 9.63 18.56
H 8.20 8.61 19.43
C 14.26 13.90 16.63
C 13.99 14.50 15.23
C 13.22 13.52 14.37
O 13.08 14.12 13.09
C 12.91 13.26 12.01
N 13.32 15.79 15.48
H 13.37 13.69 17.23
H 14.80 14.64 17.23
H 14.94 13.07 16.44
H 14.99 14.63 14.80
H 12.20 13.30 14.71
H 13.81 12.60 14.29
H 11.94 12.73 12.02
H 13.74 12.56 11.83
H 12.88 13.84 11.08
H 12.83 16.12 14.66
H 12.61 15.67 16.20
C 10.77 7.84 14.90
C 9.68 8.87 14.64
C 8.53 8.30 13.78
O 7.60 9.35 13.60
C 6.31 8.90 13.13
N 9.10 9.30 15.94
H 11.36 7.60 14.01
H 10.40 6.90 15.31
H 11.53 8.29 15.54
H 10.05 9.64 13.96
H 8.22 7.36 14.25
H 8.90 7.96 12.81
H 5.69 9.80 13.15
H 5.95 8.03 13.66
H 6.34 8.75 12.04
H 8.83 8.50 16.53
H 9.97 9.55 16.47
C 11.63 19.02 23.02
C 12.48 17.81 22.72
C 12.56 16.93 23.98
O 13.36 15.76 23.80
C 14.62 15.98 23.21
N 11.84 16.99 21.66
H 11.96 19.63 23.86
H 10.56 18.85 23.18
H 11.64 19.73 22.18
H 13.48 18.13 22.46
H 11.56 16.61 24.27
H 13.05 17.51 24.77
H 15.19 16.70 23.81
H 14.58 16.29 22.16
H 15.14 15.03 23.30
H 11.07 16.49 22.14
H 12.45 16.16 21.63
C 4.66 12.69 21.24
C 4.17 12.21 22.60
C 5.07 12.49 23.83
O 4.37 11.81 24.86
C 5.08 11.95 26.08
N 2.79 12.67 22.80
H 4.69 13.78 21.24
H 3.91 12.45 20.47
H 5.56 12.19 20.90
H 4.22 11.11 22.59
H 5.06 13.56 24.07
H 6.10 12.15 23.71
H 6.12 11.61 26.03
H 4.61 11.35 26.85
H 5.08 13.03 26.27
H 2.57 13.48 22.24
H 2.74 12.95 23.77
C 8.18 10.61 23.27
C 9.22 11.75 23.26
C 10.04 11.66 24.52
O 9.23 11.94 25.64
C 9.96 11.83 26.84
N 10.02 11.54 22.06
H 7.58 10.57 24.19
H 8.67 9.63 23.28
H 7.55 10.62 22.37
H 8.60 12.66 23.25
H 10.79 12.47 24.48
H 10.55 10.70 24.55
H 10.55 12.72 27.04
H 10.51 10.88 26.87
H 9.26 11.66 27.66
H 9.60 12.00 21.25
H 10.93 12.04 22.12
C 14.10 11.98 22.95
C 13.52 12.76 21.77
C 13.23 11.97 20.52
O 14.34 11.33 19.91
C 15.41 12.16 19.57
N 12.33 13.50 22.25
H 13.34 11.34 23.40
H 14.72 12.57 23.61
H 14.90 11.33 22.55
H 14.26 13.56 21.58
H 12.89 12.67 19.74
H 12.45 11.23 20.68
H 15.26 12.64 18.59
H 16.32 11.55 19.56
H 15.57 12.96 20.28
H 11.86 14.04 21.54
H 12.57 13.98 23.11
C 8.01 14.53 12.80
C 6.98 13.54 13.34
C 5.82 13.48 12.36
O 5.19 14.65 12.06
C 4.33 15.23 13.03
N 7.66 12.20 13.39
H 8.93 14.57 13.40
H 7.62 15.56 12.86
H 8.36 14.49 11.77
H 6.71 13.80 14.36
H 5.10 12.72 12.73
H 6.17 12.99 11.44
H 3.99 16.16 12.59
H 4.77 15.33 14.03
H 3.45 14.58 13.14
H 7.62 11.69 12.52
H 8.63 12.41 13.58
C 6.93 17.62 19.94
C 8.18 17.48 19.08
C 8.38 18.61 18.09
O 9.40 18.30 17.18
C 8.96 17.75 15.94
N 9.40 17.48 19.97
H 6.07 17.34 19.32
H 6.71 18.67 20.18
H 6.91 16.96 20.80
H 8.10 16.50 18.60
H 8.58 19.55 18.63
H 7.44 18.98 17.67
H 9.78 17.42 15.31
H 8.48 18.55 15.37
H 8.31 16.89 16.04
H 9.32 18.37 20.48
H 9.33 16.79 20.71
C 7.18 15.04 22.30
C 8.00 15.96 23.18
C 7.62 15.86 24.64
O 6.31 16.32 24.83
C 6.18 17.20 25.92
N 9.44 15.68 23.05
H 7.58 14.78 21.32
H 6.17 15.45 22.16
H 7.06 14.09 22.82
H 7.84 17.01 22.90
H 8.38 16.42 25.21
H 7.80 14.82 24.97
H 5.18 17.63 25.91
H 6.89 18.03 25.93
H 6.24 16.70 26.90
H 9.60 14.76 23.48
H 9.74 15.44 22.10
*
```